This record from the Open Molecules 2025 dataset describes a structure of composition C40H40F5I2N4OSSn in a non-equilibrium geometry. The level of theory is ωB97M-V with the def2-TZVPD basis set.

Values from the calculation:
**Charge**: +1
**HOMO-LUMO gap (alpha / beta)**: 4.89 / 4.99 eV
**Relative energy (zero: lowest compared OMol25 entry of this formula, charge and spin)**: 176.9 kJ/mol
**Total energy**: -3549.430941 Ha
**Highest occupied orbital energy (alpha / beta)**: -10.133 / -10.135 eV

Last column: Mulliken charge in e.
Geometry (Å):
I: 3.252 -5.411 4.908  0.185
I: -0.731 -5.213 0.423  0.140
Sn: -0.188 -0.149 -0.537  1.034
S: -3.266 -0.077 -1.219  -0.045
F: -2.707 -4.757 -3.126  -0.283
F: -1.745 -2.593 -1.892  0.019
F: -6.014 -0.566 -2.175  -0.282
F: -6.950 -2.749 -3.423  -0.261
F: -5.300 -4.834 -3.908  -0.263
O: 0.081 -2.225 0.758  0.315
N: 2.849 -1.567 -1.373  0.281
N: -0.644 1.903 -1.759  0.422
N: -0.740 1.516 1.049  1.572
N: 2.427 -0.228 1.046  0.337
C: 5.267 -2.675 -2.129  -0.342
C: 2.956 -2.278 -2.502  -0.299
C: -1.251 2.786 -0.905  0.003
C: -0.663 2.435 -5.497  -2.346
C: 5.153 -1.963 -0.952  -1.002
C: 3.918 -1.426 -0.602  0.665
C: -5.190 -1.572 -2.400  0.131
C: -0.844 0.248 -4.312  -1.424
C: 0.810 -2.862 1.545  -1.029
C: -2.411 -0.214 2.870  0.184
C: 1.109 3.519 2.152  0.882
C: 1.979 -0.725 2.359  0.121
C: 1.786 -2.215 2.411  0.697
C: -0.591 1.599 2.465  -1.177
C: 2.225 -4.348 3.460  -0.443
C: -1.607 3.556 -2.960  -0.658
C: -0.851 2.364 -3.003  -0.586
C: 0.484 2.598 4.385  -0.675
C: -1.323 0.751 3.320  1.593
C: 0.303 2.547 3.006  0.781
C: -1.857 3.827 -1.625  -1.984
C: 1.239 1.627 -4.103  -1.424
C: -5.681 -2.689 -3.041  0.215
C: -4.838 -3.766 -3.290  0.670
C: -1.845 -1.423 2.124  0.006
C: -1.088 0.831 4.689  -1.257
C: 4.139 -2.849 -2.921  -0.817
C: 1.326 -5.019 2.623  -0.243
C: -0.190 1.737 5.228  -1.575
C: 2.449 -2.961 3.342  -0.050
C: -3.842 -1.482 -1.988  0.868
C: -3.027 -2.600 -2.256  -0.341
C: -3.534 0.452 2.071  -1.249
C: 0.640 -4.301 1.683  -0.496
C: 2.606 3.498 2.507  -1.687
C: -1.233 2.580 0.475  0.018
C: -3.506 -3.721 -2.889  -0.237
C: -0.290 1.678 -4.225  2.522
C: 0.579 4.950 2.300  -1.597
C: 3.782 -0.700 0.719  -1.168
H: -2.411 4.651 -1.201  0.562
H: 0.591 5.255 3.348  0.368
H: -2.866 -0.587 3.791  0.802
H: -1.745 2.456 -5.640  0.423
H: 1.202 5.646 1.735  0.444
H: -4.340 -0.265 1.898  0.465
H: 1.171 3.323 4.803  0.396
H: 3.164 -2.485 4.001  0.549
H: -1.472 -1.124 1.144  -1.114
H: -1.028 -1.889 2.681  0.384
H: 2.805 4.082 3.406  0.454
H: 2.702 -0.443 3.131  0.655
H: -0.217 1.943 -6.362  0.442
H: 1.669 1.049 -4.925  0.400
H: 2.436 0.787 1.097  -0.044
H: 3.191 3.939 1.697  0.443
H: 1.004 3.245 1.101  0.112
H: -0.444 5.039 1.935  0.311
H: -0.481 -0.246 -5.216  0.501
H: 6.007 -1.823 -0.300  0.472
H: -2.620 -2.176 1.967  0.530
H: 1.656 2.635 -4.135  0.396
H: 6.219 -3.096 -2.426  0.415
H: -3.185 0.799 1.102  -0.201
H: 4.493 0.131 0.737  0.488
H: -1.923 4.137 -3.811  0.668
H: -0.039 1.788 6.298  0.408
H: -3.946 1.303 2.614  0.384
H: 2.971 2.486 2.693  0.341
H: 2.049 -2.386 -3.084  0.444
H: -0.296 3.462 -5.467  0.446
H: 1.030 -0.245 2.607  -1.392
H: 1.170 -6.084 2.725  0.421
H: -0.526 -0.340 -3.446  0.068
H: 4.109 -1.402 1.490  0.385
H: 4.176 -3.412 -3.842  0.426
H: 1.534 1.171 -3.159  0.099
H: -1.653 0.187 5.352  0.445
H: -1.936 0.259 -4.337  0.310
H: -1.636 3.386 1.093  0.471